No. 1
The following is a quantum chemistry calculation of an isolated molecule of C6H9N, from OMol25.

Calculated values
highest occupied orbital energy: -9.183 eV
2S+1: 1
Kohn-Sham gap: 10.16 eV
SMILES string: [H]/N=C/C=C=C(C)C

```
16
Properties=species:S:1:pos:R:3:mulliken_charge:R:1
H 3.08787 1.54082 -1.80337 0.241
N 2.26981 1.26383 -1.25826 -0.566
C 2.61445 0.44773 -0.34320 0.005
C 1.64604 -0.12257 0.61787 -0.789
C 0.34944 -0.17242 0.41214 0.140
C -0.93907 -0.25962 0.21902 0.786
C -1.86693 0.88803 0.55071 -1.230
C -1.56734 -1.52357 -0.32780 -1.241
H 3.65339 0.12002 -0.19150 0.337
H 2.05005 -0.52653 1.54690 0.308
H -2.86375 0.51199 0.80354 0.368
H -1.97113 1.55043 -0.31602 0.274
H -1.49513 1.48800 1.38448 0.363
H -0.85274 -2.14152 -0.87830 0.366
H -2.40602 -1.28493 -0.99242 0.351
H -1.96685 -2.12301 0.50129 0.288
```

=====

No. 2
The following is a quantum chemistry calculation of the ion C4H6NO3 with charge -1 at a distorted geometry, from OMol25.

Calculated values
highest occupied orbital energy: -4.569 eV
2S+1: 1
Kohn-Sham gap: 8.23 eV
total charge: -1
SMILES string: CC(=O)NCC(=O)[O-]

```
14
Properties=species:S:1:pos:R:3:mulliken_charge:R:1
C -1.66246 -0.54752 -0.92248 -0.989
C -0.23534 -0.78893 -1.32846 0.580
O 0.20218 -1.29469 -2.34781 -0.671
N 0.64962 -0.30661 -0.31408 -0.072
C 0.31185 0.23027 0.99204 -0.513
C 1.57769 1.07787 1.46443 0.558
O 2.63627 0.84480 0.80655 -0.758
O 1.37114 2.00287 2.24912 -0.708
H -2.29304 -1.32311 -1.40473 0.309
H -1.80935 -0.62295 0.11563 0.391
H -1.88494 0.44151 -1.35588 0.202
H 1.67055 -0.25981 -0.49157 0.243
H -0.07905 -0.53062 1.62191 0.215
H -0.45513 1.07693 0.91531 0.213
```

=====

No. 3
The following is a quantum chemistry calculation of a structure of composition C26H23N5O5ReS3Si, from OMol25.

Calculated values
highest occupied orbital energy (alpha / beta): -6.083 / -8.622 eV
⟨S²⟩: 3.82
2S+1: 4
Kohn-Sham gap (alpha / beta): 4.94 / 6.56 eV

```
64
Properties=species:S:1:pos:R:3:mulliken_spin:R:1
Re 0.57764 -0.34024 0.41585 1.715
S 1.09858 -0.07154 2.62995 0.111
C 2.82594 -0.34154 2.73841 0.040
C 3.42104 -0.12382 4.01904 -0.002
N 3.89471 0.03916 5.05368 0.003
C 3.54361 -0.77070 1.67918 0.031
S 2.79395 -1.08051 0.12664 0.087
C 4.94593 -1.03032 1.77118 -0.001
N 6.07498 -1.24413 1.80544 0.012
O -4.84729 4.30393 0.38783 0.081
N -3.76551 4.76354 0.00917 0.019
O -3.64803 5.90862 -0.42019 0.080
C -2.61120 3.93559 0.03122 0.114
C -1.42682 4.48409 -0.48031 0.210
C -0.24355 3.75966 -0.52961 -0.005
C 1.01029 4.27613 -0.98777 0.216
C 2.11370 3.46374 -0.98392 -0.088
C 2.02989 2.14165 -0.55621 0.277
N 0.84713 1.62910 -0.12101 -0.056
C -0.24271 2.41516 -0.09203 -0.029
C -1.44573 1.85559 0.45628 0.044
N -1.33135 0.57959 0.88687 -0.059
C -2.34286 0.00523 1.52808 0.036
C -3.54259 0.68027 1.71118 -0.028
C -3.70713 1.95398 1.21990 0.070
C -2.63462 2.60621 0.56533 0.001
H -1.44857 5.50677 -0.82431 0.024
H 1.07171 5.30584 -1.31379 0.008
H 3.07663 3.83206 -1.31075 0.000
H 2.87597 1.47580 -0.55922 0.031
H -2.19914 -1.00916 1.86723 0.018
H -4.34981 0.18527 2.23207 0.000
H -4.64018 2.47565 1.34131 0.010
C 0.18354 2.18032 -4.12697 -0.009
C -0.09152 1.01981 -3.21875 -0.011
C 0.89183 0.12925 -2.87189 -0.006
C 0.62777 -0.95072 -1.99737 -0.050
C -0.67884 -1.09913 -1.49741 0.051
C -1.71858 -0.22916 -1.92104 0.020
C -1.41114 0.81789 -2.73312 -0.007
S -1.10923 -2.62540 -0.74360 -0.020
O -2.41304 -2.50824 -0.17610 0.003
O -0.78120 -3.74540 -1.56312 0.003
O -0.02855 -2.57809 0.44963 0.042
H 1.22608 2.20341 -4.43909 -0.001
H -0.04373 3.12010 -3.62062 0.003
H -0.44559 2.13002 -5.01745 0.000
H 1.88747 0.23374 -3.28373 0.017
H 1.32636 -1.77633 -1.94262 0.005
H -2.72936 -0.40242 -1.57754 0.001
H -2.19394 1.50462 -3.03302 0.000
C -0.95210 -5.10027 1.48085 0.001
Si 0.57532 -4.08641 1.20536 -0.011
C 1.34969 -3.57896 2.80228 -0.002
C 1.79622 -4.81828 0.02630 0.006
H -0.65798 -6.06634 1.89951 0.000
H -1.51169 -5.29080 0.56553 0.000
H -1.61402 -4.61246 2.19857 0.000
H 1.58205 -4.50033 3.34587 0.000
H 0.68542 -2.98316 3.42644 -0.004
H 2.28198 -3.03451 2.65810 0.002
H 2.27417 -5.67230 0.51434 0.000
H 2.57928 -4.09334 -0.20434 -0.003
H 1.33872 -5.15781 -0.90174 -0.001
```

=====

- Which value of 2S+1 does entry 1 give?
  1